1.
Here is a structure of composition C26H34CoN5O2SSi from the OMol25 dataset. Energies are from ωB97M-V/def2-TZVPD.

Each line ends with the Mulliken charge.
Geometry (Å):
Co -0.550 -0.536 0.293  -0.410
N -3.217 -3.663 -0.754  -0.416
C -2.523 -2.592 -0.330  0.695
S -1.026 -2.234 -1.079  -0.516
N -3.090 -1.882 0.636  -1.871
N -2.325 -0.834 0.977  1.723
C -2.719 -0.014 1.884  -1.050
C -1.779 1.039 2.232  0.700
C -2.087 2.068 3.108  -0.839
C -1.145 3.059 3.329  -0.858
C 0.070 2.990 2.669  -1.028
C 0.312 1.922 1.820  -0.543
N -0.585 0.962 1.612  1.483
H -2.857 -4.242 -1.488  0.207
H -4.119 -3.849 -0.354  0.225
H -3.679 -0.137 2.369  0.464
H -3.057 2.091 3.586  0.575
H -1.358 3.875 4.007  0.449
H 0.834 3.742 2.807  0.525
H 1.252 1.830 1.298  0.601
C -2.802 2.900 -0.637  -0.879
Si -2.118 1.524 -1.740  -0.258
C -3.495 0.267 -1.891  -1.164
C -1.828 2.228 -3.457  -1.181
N -0.650 0.835 -1.130  0.877
C 0.554 1.494 -1.252  0.628
C 0.706 2.888 -1.365  -0.068
C 1.953 3.478 -1.497  -1.140
C 3.108 2.707 -1.479  -0.851
C 3.001 1.329 -1.341  -0.209
C 1.750 0.751 -1.249  -0.545
O 1.575 -0.596 -1.023  0.247
C 2.230 -1.548 -1.771  0.194
C 2.385 -2.786 -1.165  -0.142
C 2.989 -3.811 -1.875  -0.744
C 3.433 -3.604 -3.174  -0.580
C 3.256 -2.363 -3.769  -0.704
C 2.647 -1.327 -3.077  -0.493
H -3.792 3.200 -0.992  0.434
H -2.176 3.796 -0.613  0.351
H -2.918 2.553 0.392  0.161
H -4.298 0.724 -2.480  0.480
H -3.925 -0.027 -0.933  0.298
H -3.163 -0.630 -2.410  0.247
H -2.681 2.833 -3.775  0.348
H -1.714 1.408 -4.170  0.294
H -0.934 2.849 -3.521  0.389
H -0.181 3.511 -1.350  0.276
H 2.022 4.554 -1.598  0.438
H 4.083 3.169 -1.562  0.415
H 3.882 0.699 -1.315  0.543
H 1.996 -2.921 -0.165  0.459
H 3.110 -4.780 -1.408  0.445
H 3.908 -4.407 -3.723  0.395
H 3.585 -2.199 -4.787  0.386
H 2.495 -0.361 -3.540  0.431
C 2.079 -0.513 2.630  -1.664
C 0.935 -1.555 2.645  2.356
C -0.145 -1.217 3.697  -1.699
C 1.529 -2.930 2.978  -1.960
O 0.362 -1.703 1.362  -0.172
H 1.862 0.366 3.239  0.344
H 2.269 -0.194 1.605  0.101
H 3.010 -0.944 3.004  0.477
H -0.115 -0.173 4.015  0.252
H -0.032 -1.835 4.590  0.548
H -1.131 -1.430 3.282  0.179
H 1.988 -2.920 3.970  0.496
H 2.296 -3.197 2.250  0.450
H 0.745 -3.688 2.955  0.399

## Properties
largest force on an atom	0.71	eV/A
total charge	0
E_tot	-95400.2431	eV
frontier orbital gap (spin up / spin down)	6.49 / 6.47	eV
HOMO (spin up / spin down)	-0.263 / -0.264	Ha
molecular weight	567.7	g mol⁻¹


2.
Here is a cluster of 2 separate species, C9H14O in total at a distorted geometry from the OMol25 dataset. Energies are from ωB97M-V/def2-TZVPD.

Each line ends with the Mulliken charge.
Geometry (Å):
C -2.215 1.607 0.796  -0.972
C -0.046 2.336 -2.357  -0.768
C 1.182 1.578 -2.068  0.813
C -1.090 2.095 -1.377  -0.371
C -0.990 1.470 -0.133  0.740
C 1.294 0.957 -0.787  -0.492
C 0.303 1.021 0.221  -0.628
O 2.093 1.628 -2.995  -0.404
H 0.002 2.969 -3.217  0.463
H -2.033 2.607 -1.697  0.215
H 2.152 0.536 -0.587  0.459
H 2.840 1.023 -2.651  0.382
H -2.573 0.520 0.937  0.311
H -3.005 1.893 -0.015  0.329
H 0.529 0.697 1.232  0.541
H -1.905 2.222 1.597  0.375
C -0.072 -3.548 1.988  -0.826
C 0.917 -2.738 1.259  -0.423
H 0.341 -3.659 3.116  0.205
H -1.093 -3.132 1.904  0.267
H -0.274 -4.480 1.578  0.286
H 1.442 -3.268 0.449  0.324
H 1.763 -2.526 2.046  0.267
H 0.437 -1.810 0.764  -0.092

## Properties
2S+1	2
largest force on an atom	5.87	eV/A
total charge	+1
E_tot	-11596.9755	eV
frontier orbital gap (spin up / spin down)	9.79 / 6.23	eV
<S²>	0.773
HOMO (spin up / spin down)	-0.511 / -0.511	Ha
molecular weight	138.2	g mol⁻¹


3.
Here is a cluster of 12 separate species, C4H31NO14S in total at a distorted geometry from the OMol25 dataset. Energies are from ωB97M-V/def2-TZVPD.

Each line ends with the Mulliken charge.
Geometry (Å):
O 1.393 1.727 0.160  -0.537
C 1.605 0.650 0.951  -0.031
C 1.239 -0.678 0.257  0.138
C 1.862 -1.968 0.895  -0.961
S 3.734 -2.184 0.797  -0.279
N -0.190 -0.897 0.155  0.271
C -0.956 -1.749 1.070  -0.862
O -1.153 -3.053 0.579  -0.834
H 1.114 0.775 1.943  -0.044
H 1.679 -0.603 -0.749  0.181
H 1.473 -2.744 0.252  0.208
H 1.765 -1.951 1.973  0.368
H -0.476 -1.130 -0.784  0.223
H -1.952 -1.296 1.072  0.442
H -0.573 -1.673 2.089  0.193
H -4.129 -3.284 1.013  0.194
H -2.644 -2.929 0.475  0.272
O -3.648 -2.615 0.528  -0.699
H -1.774 -3.101 -0.904  0.562
H -3.007 -3.305 -1.740  0.326
O -2.084 -3.075 -1.878  -0.709
H 2.156 1.940 -1.429  0.363
H 3.287 2.935 -1.715  0.295
O 2.926 2.105 -2.036  -0.740
H 1.342 3.510 -3.115  0.355
H 0.298 3.495 -2.119  0.356
O 0.608 4.083 -2.843  -0.695
H -0.538 0.865 -1.956  0.252
H 0.093 1.724 -0.864  0.290
O -0.358 1.791 -1.766  -0.724
H -1.923 2.618 0.083  0.339
H -3.337 2.297 0.544  0.306
O -2.604 2.904 0.705  -0.625
H 0.988 -5.101 0.460  0.295
H -0.355 -4.751 0.707  0.326
O 0.330 -5.328 1.137  -0.668
H -2.602 0.196 -0.174  0.317
H -3.766 -0.772 -0.105  0.395
O -3.559 0.159 -0.302  -0.698
H -2.168 -0.920 -4.525  0.303
H -3.103 -0.742 -3.319  0.340
O -3.054 -0.645 -4.276  -0.643
H 3.485 1.245 0.855  0.308
H 4.025 -2.193 2.086  0.107
O 2.979 0.646 1.408  -0.523
H 1.386 4.665 0.984  0.192
H 1.139 3.128 0.718  0.385
O 0.787 3.953 1.216  -0.688
H -0.492 4.667 2.340  0.426
H -1.900 4.246 2.658  0.311
O -1.227 4.872 2.953  -0.682

## Properties
largest force on an atom	2.29	eV/A
total charge	-2
E_tot	-45643.4140	eV
frontier orbital gap	7.27	eV
HOMO	-0.101	Ha
molecular weight	349.4	g mol⁻¹


4.
Here is a structure of composition C2H3LiMgO at a distorted geometry from the OMol25 dataset. Energies are from ωB97M-V/def2-TZVPD.

Each line ends with the Mulliken charge.
Geometry (Å):
C -0.115 0.170 1.770  -0.655
C -0.772 -0.339 0.693  -0.142
O -1.362 0.540 -0.185  -0.650
Li 0.332 1.124 -0.537  0.696
H 0.416 -0.485 2.466  0.209
H -0.126 1.247 2.009  0.323
Mg -1.255 -1.195 -1.255  0.656
H 0.551 -0.029 -1.959  -0.435

## Properties
largest force on an atom	3.14	eV/A
total charge	0
E_tot	-9816.9966	eV
frontier orbital gap (spin up / spin down)	5.70 / 5.70	eV
HOMO (spin up / spin down)	-0.270 / -0.270	Ha
molecular weight	74.3	g mol⁻¹


Q: The lowest E_tot belongs to which entry?
A: C26H34CoN5O2SSi


Q: Which value of largest force on an atom does entry 4 give?
A: 3.14 eV/A


Q: Which of these has the highest molecular weight?
A: C26H34CoN5O2SSi